[1]
This record from the OMol25 dataset describes one molecule with the formula C24H26N2O2S2. The level of theory is the ωB97M-V functional and the def2-TZVPD basis.

## Properties
max |F|	0.69	eV Å⁻¹
LUMO level	0.5	eV
HOMO	-0.3120	Eh
calculated total energy	-1986.55095	Ha
energy above the lowest of the compared OMol25 structures with the same formula, charge and spin	0.000	eV
SMILES	O=C(NC1CCCC1)[C@@H](c1ccsc1)N(Cc1ccccc1)C(=O)Cc1cccs1
HOMO-LUMO gap	0.3322	Eh

Structure (XYZ):
```
56
Properties=species:S:1:pos:R:3:forces:R:3
O 0.857 0.471 -1.441 0.3440 0.3612 -0.0238
C 0.221 -0.534 -1.203 -0.6192 -0.1431 -0.1230
N 0.479 -1.741 -1.723 -0.0901 -0.3263 -0.2512
H 0.010 -2.537 -1.317 -0.0989 0.1488 0.0682
C 1.715 -2.032 -2.424 0.0670 0.3039 -0.2082
C 2.782 -2.597 -1.464 0.0998 0.0741 0.0697
H 2.452 -2.442 -0.438 0.0696 0.0446 -0.0120
H 3.729 -2.074 -1.588 0.0427 0.0475 0.0486
C 2.923 -4.089 -1.802 -0.0168 -0.0849 0.0397
H 2.982 -4.708 -0.907 0.0917 -0.0530 0.0096
H 3.828 -4.257 -2.387 0.0341 -0.0606 -0.0001
C 1.698 -4.424 -2.653 0.1461 -0.0160 -0.1284
H 1.859 -5.290 -3.292 -0.0924 -0.0816 0.0275
H 0.837 -4.630 -2.014 -0.0914 -0.0660 0.0360
C 1.469 -3.142 -3.449 -0.0544 -0.0175 0.0622
H 0.473 -3.078 -3.883 0.0091 0.0662 -0.0933
H 2.205 -3.068 -4.250 0.0482 -0.0103 -0.0606
H 2.029 -1.092 -2.881 -0.0289 -0.1426 0.0336
C -1.088 -0.431 -0.369 0.4299 -0.0593 0.0453
C -1.858 -1.713 -0.271 -0.1805 -0.0794 0.1584
C -1.647 -2.694 0.652 -0.2296 -0.2749 0.0109
S -2.707 -4.030 0.440 0.0778 0.4978 -0.2933
C -3.445 -3.268 -0.913 0.0419 -0.3200 0.2538
C -2.901 -2.055 -1.174 0.0162 -0.0804 0.0405
H -3.219 -1.415 -1.978 -0.0897 0.1143 -0.1782
H -4.241 -3.767 -1.429 -0.1838 -0.0588 -0.1531
H -0.922 -2.715 1.440 0.2079 0.0612 0.1628
N -0.763 0.129 0.939 -0.2462 0.0367 -0.4093
C 0.368 -0.293 1.540 0.0463 0.0173 0.5924
O 1.057 -1.170 1.045 0.2186 -0.1719 0.1196
C 0.763 0.358 2.859 0.1886 -0.2060 -0.0707
C 1.013 1.818 2.690 -0.0580 0.4526 0.4777
C 1.772 2.426 1.741 -0.0447 -0.2157 0.2279
C 1.796 3.833 1.871 0.0434 0.1585 0.0982
C 1.057 4.276 2.916 -0.2134 -0.1487 0.2703
S 0.313 2.983 3.770 0.4650 -0.2005 -0.4690
H 0.895 5.282 3.247 0.0004 0.2519 -0.0011
H 2.340 4.483 1.210 0.0729 0.1495 -0.1147
H 2.284 1.885 0.964 0.0822 -0.1600 -0.1973
H -0.002 0.183 3.619 0.0101 -0.0612 -0.0109
H 1.679 -0.145 3.182 -0.2114 -0.0242 -0.0459
C -1.737 1.032 1.507 -0.1093 0.2005 0.1312
C -1.633 2.472 1.046 -0.0895 0.0510 -0.0504
C -0.784 2.874 0.026 -0.1117 -0.0425 0.0055
C -0.735 4.206 -0.349 -0.0946 0.0816 -0.0516
C -1.525 5.145 0.287 0.0258 0.0848 -0.0856
C -2.375 4.748 1.306 -0.1054 0.0375 0.0633
C -2.429 3.419 1.681 -0.0124 -0.0437 -0.1155
H -3.088 3.110 2.481 -0.0782 -0.0231 0.1197
H -2.994 5.474 1.813 -0.0540 0.0659 0.0416
H -1.480 6.184 -0.005 0.0040 0.0904 -0.0274
H -0.068 4.507 -1.143 0.0773 0.0391 -0.0820
H -0.145 2.161 -0.473 0.0742 -0.1274 -0.0311
H -1.667 1.008 2.597 -0.0655 -0.0400 -0.0968
H -2.732 0.649 1.244 0.1190 -0.0248 0.1233
H -1.701 0.312 -0.892 0.1163 -0.0724 0.0468
```
Positions in Å, forces in eV/Å.


[2]
This record from the OMol25 dataset describes an isolated ion of composition C6H9N6O3 and charge -1. The level of theory is the ωB97M-V functional and the def2-TZVPD basis.

## Properties
max |F|	3.92	eV Å⁻¹
LUMO level	3.3	eV
HOMO	-0.0933	Eh
calculated total energy	-788.13731	Ha
total charge	-1
energy above the lowest of the compared OMol25 structures with the same formula, charge and spin	0.000	eV
HOMO-LUMO gap	0.2132	Eh

Structure (XYZ):
```
24
Properties=species:S:1:pos:R:3:forces:R:3
C 0.986 -0.529 -1.676 -2.7989 0.5344 2.1473
C -0.839 -0.180 1.571 1.1881 -0.0670 -1.9871
C -1.232 -0.994 -0.883 -0.2322 -0.3785 0.0254
C 0.517 1.292 -0.081 -1.7127 0.2757 0.3486
C -2.445 -1.907 0.932 2.7481 -1.1691 2.5427
C 0.024 1.970 2.118 0.4280 0.6651 2.3292
N -0.178 -1.183 -1.648 0.0944 0.4083 -0.4714
N 1.993 -0.977 -2.408 -0.0083 -2.3613 -0.7184
N 1.132 0.630 -1.009 2.9590 0.1461 -1.7098
N -1.356 -0.978 0.530 -0.0475 -0.2594 1.3098
N -0.070 0.925 1.103 -1.0963 -0.1642 2.0245
N 2.927 -0.236 -2.810 1.1495 -1.5134 -1.4356
O 2.900 1.016 -2.781 0.0463 1.7291 0.5533
O -0.921 -0.411 2.787 -0.6630 -0.1975 -1.0305
O 3.884 -0.830 -3.345 0.6635 0.5549 -0.0926
H -2.204 -1.423 -1.267 1.2795 0.5344 0.0420
H 0.799 2.305 -0.157 -0.1900 1.2028 0.5566
H -2.514 -1.895 2.066 -0.4961 0.3634 -1.5927
H -3.220 -1.623 0.335 -2.9607 0.9820 -0.7407
H -2.316 -2.978 0.648 0.7833 0.6861 0.1244
H 1.071 2.221 2.317 -0.0528 0.2769 -0.4791
H -0.582 2.892 2.048 0.2752 -0.2560 -1.2773
H -0.310 1.701 3.146 0.1407 -0.9098 -1.0344
H 1.954 1.192 -1.536 -1.4972 -1.0831 0.5658
```
Positions in Å, forces in eV/Å.


[3]
This record from the OMol25 dataset describes C17H18AuF6N4O5Sb as an isolated structure. The level of theory is the ωB97M-V functional and the def2-TZVPD basis.

## Properties
max |F|	1.03	eV Å⁻¹
LUMO level (spin up / spin down)	-2.8 / -6.4	eV
HOMO (spin up / spin down)	-0.4277 / -0.4306	Eh
calculated total energy	-2228.74421	Ha
2S+1	4
total charge	+1
energy above the lowest of the compared OMol25 structures with the same formula, charge and spin	0.542	eV
HOMO-LUMO gap (spin up / spin down)	0.3263 / 0.1963	Eh

Structure (XYZ):
```
52
Properties=species:S:1:pos:R:3:forces:R:3
Au -0.041 0.753 0.426 0.3929 -0.5041 0.0941
N -1.824 1.929 3.854 -0.0106 0.1656 0.2929
C -0.642 2.561 4.190 -0.1973 -0.0538 0.0159
C 0.278 2.138 3.291 0.0928 -0.2242 -0.2424
N -0.338 1.254 2.432 0.1902 0.0719 -0.0482
C -1.610 1.162 2.784 0.0156 0.0753 -0.0911
C -2.525 0.389 1.953 -0.0306 -0.0359 0.0035
N -2.059 -0.177 0.858 -0.1534 0.0343 -0.2679
C -3.124 -0.773 0.222 0.2625 0.0396 0.0139
C -4.243 -0.574 0.965 0.0438 0.1017 0.1009
N -3.843 0.163 2.058 -0.1140 -0.1586 0.1342
H -2.719 2.131 4.261 -0.1204 0.0367 0.0613
H -0.561 3.243 5.020 -0.0784 -0.0668 -0.0671
H 1.321 2.403 3.197 -0.1658 -0.0931 -0.0178
H -3.019 -1.290 -0.720 0.0038 0.1003 0.1358
H -5.268 -0.869 0.810 0.1244 0.0506 0.0624
H -4.457 0.537 2.759 -0.0667 0.0783 0.0142
F -2.913 2.002 -0.801 -0.1159 -0.2394 -0.0809
Sb -2.911 3.718 0.029 0.3285 0.0123 -0.0125
F -2.192 4.394 -1.569 0.0305 0.0959 -0.1209
F -4.678 3.998 -0.483 -0.1590 0.1654 -0.0985
F -2.669 5.327 0.942 -0.1180 0.1632 -0.0267
F -3.551 2.930 1.641 -0.0029 -0.1210 0.1859
F -1.130 3.212 0.566 0.0199 0.0644 0.1354
O 3.412 0.122 -1.248 -0.4617 -0.2486 0.2995
C 2.774 -0.489 -0.410 -0.3672 0.6109 0.5328
O 2.059 -0.057 0.587 0.4331 -0.2924 -0.8854
C 2.817 -2.003 -0.447 -0.1929 -0.0695 0.2008
C 1.640 -2.733 -0.876 0.3779 0.3694 -0.0172
C 1.633 -4.095 -1.007 -0.1540 -0.0658 0.0314
C 2.807 -4.727 -0.627 0.2284 0.3374 0.1213
O 3.071 -6.013 -0.647 0.2783 -0.4462 0.0682
C 4.424 -6.193 -0.182 -0.1813 0.3583 0.0416
O 4.897 -4.887 0.166 0.2005 -0.3984 0.0052
C 3.948 -4.013 -0.128 -0.4023 -0.2299 -0.2387
C 3.978 -2.650 -0.037 -0.0337 0.2411 -0.1636
H 0.749 -2.174 -1.131 0.0797 0.1210 -0.0082
H 0.776 -4.651 -1.368 0.0956 0.0453 0.0480
H 5.026 -6.606 -0.978 0.1227 -0.0069 -0.2826
H 4.429 -6.835 0.688 -0.0999 -0.0605 0.2561
H 4.861 -2.111 0.286 -0.1170 -0.0097 -0.0163
C -0.078 1.074 -3.939 0.2062 -0.1549 0.1332
C -0.194 1.477 -2.482 -0.2683 0.4477 -0.2795
C 0.617 2.738 -2.090 0.3356 -0.2130 0.0591
O 0.020 0.436 -1.630 -0.0834 -0.1049 -0.1401
H -0.336 1.916 -4.580 -0.0201 -0.0293 0.0207
H -0.740 0.237 -4.163 -0.0092 0.0622 -0.0048
H 0.949 0.771 -4.155 -0.0407 0.0502 -0.0221
H -1.251 1.811 -2.268 0.1044 -0.1629 0.1815
H 1.672 2.535 -2.297 -0.0921 0.0217 0.0150
H 0.490 2.986 -1.036 -0.0595 0.0209 -0.1069
H 0.266 3.573 -2.686 -0.0510 0.0482 -0.0253
```
Positions in Å, forces in eV/Å.


[4]
This record from the OMol25 dataset describes a 2-piece molecular cluster, C18H33N2O5P overall. The level of theory is the ωB97M-V functional and the def2-TZVPD basis.

## Properties
max |F|	1.31	eV Å⁻¹
LUMO level	0.6	eV
HOMO	-0.3344	Eh
calculated total energy	-1532.81707	Ha
energy above the lowest of the compared OMol25 structures with the same formula, charge and spin	0.000	eV
SMILES	CCOP(=O)(CC[C@H](CCCN)OC(=O)CN)OCC.c1ccccc1
HOMO-LUMO gap	0.3578	Eh

Structure (XYZ):
```
59
Properties=species:S:1:pos:R:3:forces:R:3
C -1.954 3.768 2.515 -0.1050 -0.0449 -0.0603
C -1.240 4.058 1.194 -0.1521 0.2677 -0.0883
O 0.090 3.490 1.161 -0.0804 -0.0269 -0.0368
P 0.312 2.121 0.386 -0.0771 0.0683 -0.1294
O -0.031 2.102 -1.051 -0.0278 -0.1371 0.2706
C 2.036 1.770 0.750 0.3094 -0.0165 0.0331
C 3.004 1.912 -0.446 0.2457 0.1281 0.2318
C 3.189 0.657 -1.313 -0.0955 -0.4027 0.2049
C 4.482 -0.113 -1.026 -0.1076 -0.0178 -0.0110
C 4.386 -1.042 0.185 0.2071 0.0245 0.0190
C 3.361 -2.190 0.037 0.0282 0.0164 0.1292
N 3.207 -2.798 -1.275 -0.0931 -0.1397 0.0833
O 3.268 0.974 -2.711 0.6452 0.1204 0.3966
C 2.258 1.590 -3.360 -0.4734 -1.0918 0.2803
O 2.359 2.708 -3.734 0.0783 1.2380 -0.4301
C 1.053 0.731 -3.700 -0.1748 -0.0887 -0.1952
N 1.216 -0.695 -3.393 -0.3858 -0.0374 -0.0608
O -0.583 1.130 1.273 0.0479 0.0158 -0.2181
C -1.124 -0.079 0.715 -0.1894 -0.3369 0.1843
C -0.141 -1.240 0.808 -0.1550 -0.0152 -0.1042
H -1.958 4.641 3.174 0.0975 -0.1497 -0.0419
H -2.995 3.482 2.334 0.1429 0.0747 0.0258
H -1.472 2.933 3.027 -0.0316 0.0963 -0.0483
H -1.813 3.698 0.333 0.1243 -0.0758 0.1045
H -1.100 5.133 1.049 0.0161 -0.1705 0.0163
H 2.071 0.773 1.207 0.0946 0.0727 -0.1540
H 2.353 2.471 1.529 -0.1954 -0.1141 -0.0300
H 3.975 2.188 -0.014 -0.0752 -0.0050 -0.2371
H 2.702 2.746 -1.085 -0.0396 -0.0817 0.0939
H 2.353 -0.033 -1.123 -0.0852 0.1965 -0.3133
H 5.319 0.586 -0.905 -0.1797 -0.0296 -0.0135
H 4.702 -0.706 -1.919 -0.0195 0.0420 0.1253
H 4.145 -0.471 1.094 0.0426 -0.0739 -0.1089
H 5.383 -1.469 0.362 -0.1401 0.0502 -0.0665
H 3.651 -2.983 0.737 -0.1355 0.1012 -0.0661
H 2.371 -1.852 0.364 0.2646 -0.0313 -0.0678
H 4.028 -3.314 -1.561 0.0151 0.1333 -0.0489
H 2.946 -2.136 -1.999 0.0442 0.0088 0.0376
H 0.195 1.167 -3.180 0.2008 -0.0478 0.0151
H 0.885 0.903 -4.770 -0.0108 -0.0221 0.1524
H 0.413 -1.027 -2.870 0.0850 0.0409 0.0349
H 1.212 -1.238 -4.250 0.1639 0.0447 0.0998
H -2.009 -0.310 1.316 0.1283 0.1689 -0.0517
H -1.448 0.105 -0.313 0.0805 0.0241 0.0803
H -0.689 -2.187 0.868 0.0890 0.1221 -0.0291
H 0.464 -1.144 1.714 -0.0859 -0.0489 -0.0712
H 0.521 -1.304 -0.059 -0.0612 0.1291 0.0777
C -4.943 -3.734 1.273 0.0011 0.0034 0.0042
C -6.030 -3.552 2.116 -0.0009 -0.0004 -0.0012
C -6.532 -2.277 2.338 0.0039 0.0016 0.0073
C -5.948 -1.183 1.717 0.0040 -0.0181 0.0093
C -4.862 -1.365 0.872 0.0237 0.0346 -0.0166
C -4.358 -2.639 0.651 0.0151 0.0019 0.0040
H -4.552 -4.728 1.099 0.0008 -0.0006 -0.0004
H -6.488 -4.406 2.600 0.0013 0.0000 0.0033
H -7.379 -2.137 2.998 -0.0038 -0.0013 -0.0028
H -6.339 -0.188 1.890 -0.0032 0.0006 -0.0045
H -4.408 -0.511 0.384 -0.0110 0.0004 -0.0084
H -3.511 -2.780 -0.009 -0.0056 -0.0009 -0.0087
```
Positions in Å, forces in eV/Å.


- Which value of max |F| does entry 1 give?
  0.69 eV Å⁻¹


- The highest max |F| belongs to which entry?
  C6H9N6O3